A cluster of 2 separate species, C4H10OS in total at a distorted geometry. Source: OMol25; level of theory: ωB97M-V/def2-TZVPD.

The energy above the lowest of the compared OMol25 structures with the same formula, charge and spin is 39.9 kcal/mol. The HOMO energy comes out at -9.324 eV. The HOMO-LUMO gap comes out at 10.063 eV. The SMILES is C=CO.CCS.

XYZ file:
```
16
C4H10OS, DFT ωB97M-V/def2-TZVPD
C -1.381 0.686 -1.719
C -0.497 -0.013 -2.396
O 0.849 0.415 -2.450
H -2.297 0.178 -1.368
H -1.196 1.785 -1.544
H -0.582 -1.012 -2.819
H 1.026 0.463 -1.496
C 0.246 -1.188 1.040
C 0.343 -0.070 2.111
S 0.679 1.565 1.344
H 1.230 -1.263 0.545
H -0.444 -0.806 0.284
H -0.155 -2.188 1.253
H -0.667 0.167 2.499
H 0.858 -0.348 3.027
H 1.989 1.630 1.689
```